[1]
A structure of composition C24H23CaN14O2, computed with ωB97M-V/def2-TZVPD.

Properties
Total charge   -1
HOMO-LUMO gap   6.94 eV

Last column: natural (NBO) charge in e.
Element x y z (Å)
Ca 0.8466 0.7762 0.1850  1.752
C 2.4969 -3.9421 -2.0690  -0.306
C 3.3848 -4.0914 -1.0034  -0.156
C 3.1918 -3.3700 0.1507  -0.253
C 2.0843 -2.5200 0.2288  0.359
N 1.2369 -2.3549 -0.7894  -0.514
C 1.4549 -3.0533 -1.9094  0.067
N 1.9271 -1.6771 1.3240  -0.517
C 0.7718 -1.3410 1.7714  0.415
N 0.5886 -0.0878 2.3142  -0.674
C -0.7605 0.1347 2.4447  0.410
N -1.2318 1.2914 2.7490  -0.500
C -2.4924 1.6790 2.3018  0.353
C -3.2604 2.5367 3.0968  -0.257
C -4.4591 3.0048 2.6095  -0.164
C -4.8802 2.6286 1.3355  -0.309
C -4.0482 1.7925 0.6160  0.059
N -2.8836 1.3222 1.0712  -0.493
C -1.5046 -1.1541 2.1405  -0.022
C -2.8384 -1.5113 2.2610  -0.207
C -3.1935 -2.8086 1.9192  -0.214
C -2.2345 -3.7218 1.4688  -0.217
C -0.8999 -3.3564 1.3627  -0.175
C -0.5566 -2.0601 1.7111  -0.127
H 2.6325 -4.4672 -3.0048  0.210
H 4.2421 -4.7474 -1.0930  0.209
H 3.8827 -3.4050 0.9825  0.230
H 0.7668 -2.8654 -2.7278  0.178
H -2.8789 2.8281 4.0662  0.226
H -5.0603 3.6782 3.2096  0.207
H -5.8020 2.9972 0.9049  0.210
H -4.3183 1.4902 -0.3928  0.178
H -3.5800 -0.8024 2.6011  0.227
H -4.2289 -3.1176 1.9957  0.209
H -2.5381 -4.7275 1.2031  0.209
H -0.1540 -4.0608 1.0181  0.225
C -1.6195 -0.6180 -1.5849  -0.256
O -0.7339 0.5103 -1.5199  -0.612
C -0.5233 1.1632 -2.7744  -0.097
C 0.3309 0.3512 -3.7066  -0.092
O 1.5866 0.0455 -3.1447  -0.542
C 2.5400 1.0952 -3.2888  -0.266
H -2.4770 -0.3616 -2.2120  0.170
H -1.9757 -0.8210 -0.5771  0.219
H -1.1011 -1.4909 -1.9787  0.185
H -0.0507 2.1152 -2.5317  0.220
H -1.4950 1.3756 -3.2299  0.177
H 0.4292 0.9127 -4.6456  0.172
H -0.1569 -0.5964 -3.9433  0.180
H 2.7338 1.2825 -4.3504  0.151
H 3.4479 0.7815 -2.7847  0.240
H 2.1951 2.0224 -2.8225  0.174
N 2.8409 2.7255 1.6216  -0.609
C 1.7328 3.4366 1.1474  0.435
N 1.4209 4.6466 1.5613  -0.398
N 0.2937 4.9510 0.8686  -0.115
N -0.0330 3.9832 0.0870  -0.138
N 0.8778 2.9780 0.2316  -0.618
C 3.5557 1.8013 0.8491  0.437
N 4.8531 1.6096 0.9762  -0.399
N 5.1298 0.6340 0.0772  -0.114
N 4.0623 0.2782 -0.5487  -0.147
N 3.0142 1.0149 -0.0818  -0.605
H 3.4177 3.2569 2.2521  0.416

Atomic forces in eV per Å
-0.7 -1.0 -0.7
0.0 0.0 0.1
0.1 0.0 0.0
0.1 -0.1 0.0
-0.2 0.3 0.5
-0.1 0.0 -0.3
0.0 0.1 0.2
0.2 -0.2 -0.5
-0.5 0.1 0.5
-0.6 -0.6 0.4
0.0 -0.7 0.3
-0.3 0.2 -0.6
0.3 -0.2 0.2
-0.1 0.1 0.1
-0.1 0.1 0.1
0.1 0.0 0.0
0.2 -0.1 0.1
-0.1 0.0 -0.1
0.0 0.5 0.0
0.0 -0.1 0.0
0.1 -0.1 0.0
0.0 0.1 0.0
0.0 0.0 0.0
0.4 0.0 -0.1
0.0 0.0 0.0
0.0 0.0 0.0
0.0 0.0 0.0
0.0 0.0 0.0
0.0 0.0 0.0
0.0 0.0 0.0
0.0 0.0 0.0
0.0 0.0 0.0
0.0 0.0 0.0
0.0 0.0 0.0
0.0 0.0 0.0
0.0 0.0 0.0
0.2 0.4 0.0
-0.4 -0.3 -0.2
-0.2 0.1 0.5
0.3 -0.1 -0.1
0.0 0.1 -0.1
-0.1 0.0 -0.1
0.0 0.0 0.0
0.1 0.0 0.0
0.0 -0.1 0.0
0.0 0.0 0.0
0.0 0.0 0.0
0.1 0.0 -0.1
0.0 -0.1 0.0
0.0 0.0 -0.1
0.0 -0.1 0.0
0.0 0.0 0.0
-0.1 -0.1 -0.3
0.5 0.0 -0.1
-0.3 0.2 0.0
0.2 -0.1 0.1
0.2 0.0 0.1
-0.2 1.0 0.0
-0.2 0.5 0.0
0.2 -0.2 -0.1
-0.1 0.1 0.1
-0.1 0.2 0.2
1.3 0.0 -0.2
0.0 0.0 0.0

[2]
A cluster of 2 separate species, C3H11N2O2 in total, computed with ωB97M-V/def2-TZVPD.

Properties
Total charge   +1
HOMO-LUMO gap   11.22 eV

Last column: natural (NBO) charge in e.
Element x y z (Å)
O -1.4328 -1.8399 0.4001  -0.585
C -0.6911 -1.2402 1.1459  0.646
N -0.1304 -1.7756 2.2484  -0.797
C -0.2658 0.2087 0.8857  -0.324
N -0.8129 0.6522 -0.4536  -0.487
C -0.3266 -0.1347 -1.5847  -0.463
H -0.3059 -2.7368 2.4836  0.431
H 0.3425 -1.2012 2.9277  0.405
H -0.5825 0.8324 1.7140  0.255
H 0.8178 0.2508 0.7976  0.236
H -0.4950 1.6127 -0.5136  0.461
H -1.8252 0.7010 -0.3166  0.451
H -1.0579 -0.0836 -2.3783  0.250
H -0.1443 -1.2091 -1.5209  0.270
H 0.6823 0.1070 -1.8951  0.245
H 2.2408 1.2961 -0.9194  0.471
H 2.2797 2.5020 -1.8303  0.503
O 1.7072 2.0582 -1.1903  -0.967

Atomic forces in eV per Å
-0.1 0.3 -0.1
0.0 -0.5 0.3
0.2 0.4 0.1
0.3 -0.8 -0.5
0.3 -0.1 2.5
0.4 -1.5 -1.9
-0.2 -0.1 0.0
0.1 -0.1 0.0
-0.2 0.4 -0.2
0.0 0.1 0.1
0.3 0.4 -0.7
-0.1 -0.5 -0.7
0.1 0.5 -0.4
-1.0 0.0 1.4
-0.3 1.3 -0.1
0.0 0.3 0.0
-0.2 0.2 0.1
0.3 -0.4 0.1

[3]
A structure of composition C44H37Cl3CrN4O2P2S, computed with ωB97M-V/def2-TZVPD.

Properties
Spin multiplicity   5
Total charge   0
HOMO-LUMO gap (spin up / spin down)   6.79 / 6.58 eV

Last column: Löwdin charge in e.
Element x y z (Å)
Cr -0.0089 -0.2905 -0.5005  0.724
C -0.7821 1.9947 1.8417  -0.312
P 0.1793 1.3765 3.2818  1.114
C 1.5026 2.6480 3.1945  -0.401
C 1.6849 3.4697 4.3035  -0.126
C 2.6028 4.5119 4.2752  -0.088
C 3.3606 4.7354 3.1363  -0.090
C 3.1907 3.9223 2.0218  -0.082
C 2.2612 2.8944 2.0494  -0.095
C 1.0052 -0.1444 2.4935  -0.542
C 0.2957 -1.4265 2.9549  -0.624
C 0.8216 -2.7241 2.4324  -0.099
C 1.9116 -2.9891 1.6232  -0.097
C 2.7563 -2.0908 0.9998  -0.037
C 2.5411 -0.6139 1.1020  -0.292
C -1.9070 1.1241 1.4069  -0.390
C -3.2367 1.1384 1.7583  -0.056
C -3.8897 0.1769 0.9423  -0.056
C -2.9241 -0.3722 0.1351  -0.400
C -3.0419 -1.3473 -0.9947  -0.242
P -1.4316 -2.1796 -1.1691  1.083
C -1.4384 -2.9158 -2.8322  -0.317
C -1.4300 -2.0255 -3.9079  -0.086
C -1.4534 -2.4946 -5.2110  -0.063
C -1.4878 -3.8599 -5.4575  -0.078
C -1.5199 -4.7500 -4.3948  -0.076
C -1.5001 -4.2833 -3.0880  -0.080
C -1.4183 -3.5514 0.0146  -0.341
C -2.3240 -3.5940 1.0710  -0.069
C -2.2873 -4.6466 1.9772  -0.070
C -1.3606 -5.6665 1.8256  -0.083
C -0.4402 -5.6187 0.7858  -0.084
C -0.4550 -4.5556 -0.1010  -0.130
N -1.6950 0.1820 0.4299  -0.058
H -0.1202 2.1956 0.9939  0.062
H -1.1569 2.9637 2.1773  0.084
H 1.1039 3.2848 5.1997  0.096
H 2.7316 5.1414 5.1464  0.102
H 4.0841 5.5406 3.1142  0.101
H 3.7812 4.0939 1.1303  0.103
H 2.1234 2.2746 1.1695  0.098
H -0.7586 -1.3199 2.6789  0.098
H 0.2665 -3.5770 2.8015  0.088
H 2.1268 -4.0414 1.4684  0.106
H 3.6480 -2.4582 0.5073  0.102
H 3.2087 -0.0470 0.4501  0.138
H -3.6883 1.7810 2.4986  0.100
H -4.9423 -0.0606 0.9255  0.098
H -3.1972 -0.8165 -1.9404  0.078
H -3.8587 -2.0601 -0.8680  0.104
H -1.4348 -0.9580 -3.7269  0.081
H -1.4498 -1.7894 -6.0319  0.111
H -1.5013 -4.2287 -6.4749  0.105
H -1.5682 -5.8155 -4.5789  0.105
H -1.5457 -4.9944 -2.2751  0.093
H -3.0483 -2.7982 1.1984  0.103
H -2.9906 -4.6690 2.7993  0.110
H -1.3454 -6.4926 2.5248  0.107
H 0.2964 -6.4045 0.6766  0.109
H 0.2834 -4.5070 -0.8933  0.113
C -0.6824 6.1806 1.2927  -0.038
C -0.8370 5.1087 0.2506  -0.273
C 0.2483 4.7642 -0.5600  -0.039
C 0.1293 3.7792 -1.5191  -0.053
C -1.0845 3.1133 -1.6630  -0.287
C -2.1707 3.4283 -0.8688  -0.043
C -2.0399 4.4377 0.0775  -0.040
S -1.2199 1.8482 -2.8801  0.612
O -0.6642 2.3460 -4.1128  -0.292
O -2.5747 1.3704 -2.8716  -0.289
N -0.2647 0.6800 -2.2930  -0.200
C 0.8461 0.1447 -2.8918  -0.388
C 1.3438 0.2754 -4.1958  0.002
C 2.4358 -0.4909 -4.5409  -0.049
C 3.0172 -1.3707 -3.6279  -0.062
C 2.4817 -1.4327 -2.3626  -0.110
N 1.4411 -0.6801 -1.9970  0.017
H 0.2822 6.0967 1.7957  0.075
H -1.4693 6.1233 2.0438  0.078
H -0.7285 7.1704 0.8327  0.086
H 1.1933 5.2775 -0.4255  0.116
H 0.9649 3.5214 -2.1585  0.120
H -3.0961 2.8788 -0.9779  0.119
H -2.8854 4.6780 0.7112  0.121
H 0.8689 0.9449 -4.8928  0.100
H 2.8353 -0.4140 -5.5445  0.113
H 3.8617 -1.9895 -3.8928  0.103
H 2.8811 -2.0901 -1.6021  0.097
Cl 3.2484 0.3695 5.0839  0.672
C 3.4764 -0.0581 3.4397  -1.077
Cl 5.1258 -0.2424 2.9497  0.658
Cl 0.3002 -1.5805 4.7598  0.615
C 2.5111 -0.2209 2.5605  -0.311
N 1.0956 -0.2392 1.0091  -0.104

Atomic forces in eV per Å
0.0 -0.2 0.0
-0.1 0.0 0.1
0.1 0.0 0.1
0.0 0.0 0.0
0.0 0.0 0.0
0.0 0.0 0.0
0.0 0.0 0.0
0.0 0.0 0.0
0.0 0.0 0.0
-0.1 0.1 0.0
0.0 0.0 0.0
0.0 0.0 0.0
0.0 0.0 0.0
0.0 0.0 0.0
-0.1 -0.2 0.0
0.1 -0.1 0.0
0.0 0.0 0.0
0.0 0.0 0.0
0.0 0.0 0.1
0.0 0.1 0.0
0.0 0.1 0.0
0.0 0.0 0.0
0.0 0.0 0.0
0.0 0.0 0.0
0.0 0.0 0.0
0.0 0.0 0.0
0.0 0.0 0.0
0.1 -0.1 -0.1
0.0 0.0 0.0
0.0 0.0 0.0
0.0 0.0 0.0
0.0 0.0 0.1
0.0 0.0 0.0
-0.2 0.1 -0.1
0.0 0.0 0.0
-0.1 0.0 0.0
0.0 0.0 0.0
0.0 0.0 0.0
0.0 0.0 0.0
0.0 0.0 0.0
0.0 0.0 0.0
0.0 0.0 0.0
0.0 0.0 0.0
0.0 0.0 0.0
0.0 0.0 0.0
0.0 0.0 0.0
0.0 0.0 0.0
0.0 0.0 0.0
0.0 0.0 0.0
0.0 0.0 0.0
0.0 0.0 0.0
0.0 0.0 0.0
0.0 0.0 0.0
0.0 0.0 0.0
0.0 0.0 0.0
0.0 0.0 0.0
0.0 0.0 0.0
0.0 0.0 0.0
0.0 0.0 0.0
0.0 0.0 0.0
0.0 0.0 0.0
0.0 0.0 0.0
0.0 0.0 0.0
0.0 0.0 0.0
0.0 0.0 0.0
0.0 0.0 0.0
0.0 0.0 0.0
0.0 0.0 -0.1
0.0 0.0 0.0
0.0 0.0 0.0
0.1 0.0 0.0
0.0 0.0 0.1
0.1 0.0 0.0
-0.1 0.1 0.0
0.0 0.0 0.1
0.1 0.0 0.0
0.0 0.0 0.0
0.0 0.0 0.0
0.0 0.0 0.0
0.0 0.0 0.0
0.0 0.0 0.0
0.0 0.0 0.0
0.0 0.0 0.0
0.0 0.0 0.0
0.0 0.0 0.0
0.0 0.0 0.0
0.0 0.0 0.0
0.0 0.0 0.0
0.0 0.0 0.0
0.0 0.0 0.0
0.0 0.0 0.0
0.0 0.0 0.0
0.0 -0.1 0.1
0.2 0.2 -0.1

[4]
A structure of composition C14H25N2O, computed with ωB97M-V/def2-TZVPD.

Properties
Total charge   +1
HOMO-LUMO gap   9.58 eV

Last column: natural (NBO) charge in e.
Element x y z (Å)
C 1.6233 -3.5252 3.6595  -0.580
H 1.6630 -4.3056 3.0247  0.220
H 2.6634 -2.9352 3.4105  0.175
H 1.6048 -3.7499 4.7274  0.233
C 0.7038 -2.4645 3.4001  -0.356
C 0.7108 -2.2558 1.9130  0.026
C 0.0645 -3.0976 0.9579  -0.143
C 0.5123 -2.6643 -0.5467  -0.177
C 1.2438 -1.5863 -0.8924  -0.144
C 1.6859 -0.7300 0.1494  -0.262
C 1.5226 -1.2332 1.2851  -0.193
H 2.0857 -0.5822 2.1632  0.203
H 2.3827 0.1948 0.0179  0.241
C 1.2903 -1.2092 -2.4143  -0.241
N 0.5833 0.0122 -2.6701  -0.543
C -1.0840 -0.3346 -2.4773  -0.198
H -1.5885 0.3519 -3.1959  0.221
H -1.3153 -1.3383 -2.5152  0.243
C -1.3304 0.4424 -1.2969  -0.288
N -0.4724 1.3279 -0.9189  -0.676
H 0.0492 1.3732 0.0947  0.455
C -0.9020 2.5992 -1.1815  -0.232
H 0.0482 3.3278 -1.4310  0.184
C -1.6734 3.2174 0.0816  0.113
C -1.6364 4.8477 -0.2379  -0.654
H -2.5637 5.0307 -0.9677  0.233
H -0.9953 5.4806 -0.0717  0.196
H -2.3421 5.1823 0.6572  0.234
H -2.5343 2.6750 0.3296  0.197
O -0.8117 3.1189 1.2594  -0.750
H -0.1335 3.8655 1.3064  0.485
H -1.3231 2.8560 -1.9887  0.204
H -1.3237 -0.3961 -0.4348  0.224
H -2.3699 0.7779 -1.0510  0.231
H 0.7116 0.3036 -3.5364  0.411
H 1.0568 -2.0750 -3.1813  0.255
H 2.5121 -0.8045 -2.5246  0.223
H -0.2833 -3.4157 -1.3057  0.220
H -0.3798 -3.9163 1.0271  0.184
H -0.4067 -3.2850 3.3197  0.155
H 0.4202 -1.6692 3.9251  0.234
H 0.3316 0.5887 -1.8694  0.439

Atomic forces in eV per Å
5.7 4.1 3.5
-0.6 -2.6 -1.9
-1.4 -1.8 1.0
0.4 -0.6 -0.2
-6.3 -6.1 -5.6
-0.8 -0.9 -3.6
8.0 10.6 -3.5
-5.4 -4.8 2.0
-1.7 0.3 -2.9
2.7 2.5 -6.6
0.5 0.8 11.9
-1.4 -1.6 -2.0
-1.4 -1.8 -0.1
5.4 -0.7 0.7
-4.9 -5.7 2.3
1.8 4.4 -4.1
0.6 -1.5 -1.0
-0.3 -2.0 -0.1
-6.8 -7.9 7.5
6.7 3.8 4.0
-2.1 -0.7 -2.9
5.1 4.6 6.6
-1.7 -1.4 1.4
6.1 4.2 -1.5
-14.8 -7.9 0.5
2.8 0.1 0.5
8.0 5.8 0.6
1.2 -0.5 -1.1
-1.7 0.0 0.2
0.8 0.1 -0.3
-1.6 -1.5 -0.4
-4.3 0.5 -6.4
0.0 1.3 -1.3
0.2 -0.3 -1.4
0.8 2.3 -4.7
0.5 1.9 1.8
-3.2 -1.6 -0.2
3.2 2.6 1.7
-4.3 -6.8 1.0
2.2 2.9 1.0
-0.3 3.0 2.7
2.2 2.9 1.3

Asked for E across the records above, the calculation gives -68659.060; -10358.267; -151685.557; -19931.510 eV in order.
Asked for relative energy (zero: lowest compared OMol25 entry of this formula, charge and spin) across the records above, the calculation gives 53.0; 34.3; 0.0; 331.5 kcal/mol in order.